1.
# C35H28AsF8O4PdSeTe

A molecular structure, C35H28AsF8O4PdSeTe (ωB97M-V with the def2-TZVPD basis set, the OMol25 dataset).

HOMO-LUMO gap (alpha / beta) (eV): 7.0 / 4.8
Spin multiplicity: 5
Charge: -1
Highest occupied orbital energy (alpha / beta) (eV): -4.99 / -5.18
Energy above the lowest of the compared OMol25 structures with the same formula, charge and spin (kcal/mol): 31.3
⟨S²⟩: 6.022
Molar mass (u): 1052.5

Last column: Mulliken spin population.
Cartesian coordinates (Å):
Pd -0.266 -0.277 -1.905  1.051
O -0.508 4.234 -1.997  0.170
C -0.767 3.068 -1.963  0.112
O -0.978 2.132 -1.209  0.194
C -1.008 2.330 -3.817  0.170
O -1.062 3.216 -4.618  0.191
O -1.049 1.110 -3.726  0.189
C -0.486 -1.602 1.680  0.055
As -1.468 -0.125 0.850  -0.006
C -3.039 -0.318 2.018  0.040
C -0.604 1.444 1.698  0.020
C -0.290 1.292 3.151  0.002
C 0.921 0.718 3.549  0.001
C 1.217 0.529 4.891  -0.002
C 0.309 0.917 5.869  0.001
C -0.892 1.503 5.489  -0.001
C -1.187 1.685 4.144  0.001
H -0.488 -1.518 2.767  0.007
H 0.534 -1.615 1.306  -0.016
H -0.981 -2.532 1.391  -0.032
H -2.734 -0.300 3.066  0.002
H -3.516 -1.274 1.792  -0.008
H -3.760 0.480 1.833  0.000
H -1.278 2.277 1.501  0.002
H 0.299 1.599 1.111  -0.019
H 1.638 0.431 2.785  0.002
H 2.161 0.078 5.175  0.000
H 0.539 0.773 6.918  0.000
H -1.602 1.820 6.245  0.000
H -2.123 2.152 3.857  0.001
C -7.035 -2.429 0.977  -0.002
C -5.689 -2.461 0.303  0.031
C -4.802 -3.500 0.525  -0.014
C -3.560 -3.558 -0.107  -0.017
C -2.660 -4.730 0.225  -0.004
C -3.210 -2.541 -0.999  -0.029
Te -1.374 -2.644 -2.055  1.146
C -4.087 -1.467 -1.238  -0.096
C -3.755 -0.348 -2.192  0.072
C -5.307 -1.451 -0.576  -0.002
H -7.007 -2.934 1.943  0.001
H -7.786 -2.929 0.359  0.002
H -7.370 -1.401 1.131  0.000
H -5.068 -4.300 1.213  0.000
H -3.151 -5.670 -0.035  0.000
H -2.448 -4.751 1.296  0.002
H -1.712 -4.690 -0.304  0.027
H -2.852 0.176 -1.885  -0.017
H -4.561 0.383 -2.225  0.000
H -3.592 -0.720 -3.206  -0.008
H -5.982 -0.618 -0.753  -0.001
F 4.829 2.043 -6.961  0.001
C 3.921 1.299 -6.326  0.011
C 3.375 1.730 -5.137  -0.005
F 3.760 2.902 -4.629  0.000
C 2.444 0.949 -4.479  -0.007
F 1.961 1.441 -3.348  0.000
C 2.039 -0.294 -4.966  0.046
Se 0.837 -1.474 -4.092  0.472
C 2.605 -0.684 -6.175  -0.017
F 2.265 -1.855 -6.726  -0.004
C 3.530 0.087 -6.849  -0.004
F 4.057 -0.335 -8.005  0.001
F 7.272 1.842 3.642  0.000
C 7.054 2.327 2.399  0.000
F 7.063 3.670 2.490  0.000
F 8.139 1.981 1.668  0.000
C 5.790 1.802 1.803  -0.004
C 5.489 0.452 1.943  0.002
C 4.362 -0.071 1.334  -0.007
C 3.520 0.745 0.567  0.003
C 3.825 2.106 0.459  -0.003
C 4.955 2.629 1.067  0.002
C 2.371 0.204 -0.096  -0.023
C 1.394 -0.254 -0.659  0.317
H 6.139 -0.184 2.533  0.000
H 4.122 -1.122 1.438  0.001
H 3.168 2.745 -0.116  0.000
H 5.188 3.681 0.971  0.000

2.
# C35H28Br2ClMnN5O2PS

A molecular structure, C35H28Br2ClMnN5O2PS (ωB97M-V with the def2-TZVPD basis set, the OMol25 dataset).

HOMO-LUMO gap (alpha / beta) (eV): 6.0 / 7.2
Spin multiplicity: 5
Charge: +2
Highest occupied orbital energy (alpha / beta) (eV): -12.81 / -12.90
Energy above the lowest of the compared OMol25 structures with the same formula, charge and spin (kcal/mol): 0.0
⟨S²⟩: 6.087
Molar mass (u): 863.9

Last column: Mulliken spin population.
Cartesian coordinates (Å):
Mn 0.687 0.141 0.311  3.991
Br 4.577 2.598 -1.536  0.002
C 2.985 3.268 -0.815  0.020
C 2.802 4.667 -0.710  -0.010
C 1.651 5.201 -0.190  0.017
Br 1.464 7.070 -0.072  0.001
C 0.594 4.349 0.259  -0.003
C -0.643 4.771 0.790  0.010
C -1.578 3.843 1.177  -0.005
C -1.285 2.476 1.043  0.044
N -0.133 2.051 0.561  -0.126
C 0.801 2.961 0.158  0.026
C 1.993 2.405 -0.383  0.018
O 2.084 1.085 -0.438  -0.032
H 3.594 5.315 -1.056  0.000
H -0.847 5.829 0.877  0.000
H -2.534 4.144 1.577  0.001
H -2.006 1.722 1.333  0.016
Cl -2.792 -0.466 -0.995  0.001
C -3.500 -0.332 0.582  -0.015
C -4.835 0.026 0.671  0.003
C -5.431 0.121 1.921  -0.005
C -4.694 -0.151 3.064  0.002
C -3.359 -0.507 2.956  -0.014
C -2.738 -0.592 1.710  -0.009
P -1.022 -1.140 1.576  -0.056
C -1.101 -2.853 1.012  -0.043
C -0.024 -3.445 0.357  0.029
C -0.098 -4.771 -0.043  0.009
C -1.245 -5.511 0.209  -0.002
C -2.316 -4.931 0.871  0.001
C -2.248 -3.607 1.275  -0.004
C -0.415 -1.152 3.281  -0.006
C -0.529 -0.006 4.065  -0.007
C -0.033 0.008 5.355  0.004
C 0.610 -1.116 5.862  -0.006
C 0.729 -2.257 5.086  0.003
C 0.203 -2.284 3.801  -0.006
H -5.394 0.218 -0.231  0.000
H -6.471 0.400 1.994  0.000
H -5.154 -0.096 4.038  0.000
H -2.800 -0.736 3.858  -0.001
H 0.899 -2.896 0.199  0.002
H 0.742 -5.228 -0.545  0.000
H -1.302 -6.543 -0.106  0.000
H -3.207 -5.507 1.072  0.000
H -3.092 -3.164 1.783  -0.001
H -1.021 0.879 3.675  -0.001
H -0.148 0.889 5.967  0.000
H 0.996 -1.107 6.870  0.000
H 1.202 -3.138 5.488  0.000
H 0.275 -3.187 3.213  -0.001
C 4.175 -2.349 2.213  0.001
N 3.709 -1.022 2.596  0.000
C 4.336 -0.286 3.551  -0.001
C 3.902 0.949 3.895  0.005
C 2.756 1.452 3.211  0.021
N 2.141 0.713 2.293  0.015
C 2.617 -0.496 1.984  -0.010
O 2.017 -1.166 1.086  0.025
N 2.275 2.671 3.461  -0.001
H 5.083 -2.562 2.772  0.000
H 4.384 -2.361 1.144  0.000
H 3.409 -3.084 2.449  -0.001
H 5.196 -0.752 4.009  0.000
H 4.414 1.521 4.649  0.000
H 2.701 3.273 4.145  0.000
H 1.472 3.003 2.954  0.002
S -0.170 -1.144 -4.021  0.006
C -0.649 0.470 -3.751  -0.001
C -0.478 0.801 -2.448  0.026
N 0.023 -0.211 -1.666  0.065
C 0.228 -1.289 -2.385  0.005
H -1.028 1.085 -4.543  0.001
H -0.706 1.754 -2.004  0.003
H 0.616 -2.205 -1.979  -0.006

3.
# C35H28BrCl3N3O6Ti

A molecular structure, C35H28BrCl3N3O6Ti (ωB97M-V with the def2-TZVPD basis set, the OMol25 dataset).

HOMO-LUMO gap (eV): 7.7
Charge: +1
Highest occupied orbital energy (eV): -10.79
Energy above the lowest of the compared OMol25 structures with the same formula, charge and spin (kcal/mol): 4.3
Molar mass (u): 820.8

Last column: Mulliken charge in e.
Cartesian coordinates (Å):
Ti -0.826 1.143 0.102  -1.240
C 0.948 -3.159 5.779  -1.009
O 0.169 -2.105 5.227  -0.232
C -1.114 -1.990 5.647  0.543
C -1.734 -2.831 6.562  -0.613
C -3.058 -2.606 6.921  -0.753
C -3.769 -1.543 6.392  -0.962
C -3.146 -0.690 5.492  0.322
C -1.836 -0.921 5.105  -0.333
N -1.184 -0.062 4.176  0.156
C -1.547 0.075 2.889  0.427
N -2.606 -0.604 2.440  0.160
C -3.218 -0.446 1.183  -0.688
C -2.654 0.248 0.123  1.229
C -3.393 0.370 -1.063  -0.426
C -4.640 -0.208 -1.181  -1.311
C -5.187 -0.929 -0.121  -0.380
C -4.482 -1.048 1.061  0.851
O -4.909 -1.711 2.171  -0.400
C -6.174 -2.359 2.108  -1.011
N -0.904 0.892 2.067  0.375
C 0.279 1.590 2.472  0.755
C 0.257 2.977 2.587  -0.624
C 1.422 3.680 2.846  -0.953
C 2.614 2.987 2.986  -0.721
C 2.656 1.601 2.894  -0.881
C 1.488 0.890 2.649  0.364
O 1.392 -0.453 2.598  0.087
C 2.594 -1.210 2.612  -1.264
H 1.933 -3.070 5.331  0.200
H 0.523 -4.133 5.529  0.431
H 1.032 -3.059 6.863  0.412
H -1.198 -3.662 6.996  0.417
H -3.528 -3.272 7.632  0.408
H -4.792 -1.362 6.690  0.425
H -3.671 0.167 5.088  0.541
H -0.240 0.217 4.399  0.374
H -3.097 -1.202 3.091  0.407
H -2.982 0.915 -1.904  0.539
H -5.201 -0.111 -2.100  0.421
H -6.161 -1.383 -0.227  0.459
H -6.973 -1.636 1.932  0.398
H -6.318 -2.830 3.075  0.250
H -6.183 -3.119 1.326  0.391
H -0.687 3.490 2.450  0.556
H 1.399 4.758 2.928  0.488
H 3.532 3.526 3.177  0.449
H 3.596 1.084 3.021  0.528
H 2.295 -2.246 2.488  0.275
H 3.123 -1.093 3.560  0.404
H 3.248 -0.915 1.788  0.496
Cl 1.015 7.891 -2.351  -0.196
C 0.386 6.411 -1.720  0.387
C 1.250 5.355 -1.479  -0.920
C 0.729 4.179 -0.977  1.351
Cl 1.770 2.827 -0.665  -0.200
C -0.631 4.030 -0.709  -1.160
O -1.119 2.888 -0.212  0.191
C -1.471 5.114 -0.962  0.478
Cl -3.156 4.949 -0.636  -0.194
C -0.971 6.301 -1.467  -0.713
H 2.307 5.447 -1.682  0.495
H -1.637 7.130 -1.660  0.463
Br 4.413 -3.676 -1.889  -0.180
C 3.062 -2.575 -2.618  -0.185
C 2.869 -2.541 -3.993  -0.319
C 1.874 -1.734 -4.529  -0.734
C 1.077 -0.965 -3.700  -0.525
C 1.286 -1.009 -2.326  0.176
C 2.279 -1.814 -1.774  -0.227
C 0.454 -0.195 -1.436  1.409
O -0.478 0.552 -1.861  -0.630
O 0.641 -0.194 -0.163  -0.328
H 3.493 -3.144 -4.638  0.422
H 1.727 -1.711 -5.600  0.418
H 0.298 -0.331 -4.102  0.477
H 2.422 -1.838 -0.704  0.509